# 1
Entry from the Open Molecules 2025 dataset: C44H44N6O3S3SiSr as an isolated structure (ωB97M-V/def2-TZVPD).

Atoms and positions in Å:
Sr 1.09 -0.44 -0.33
S 2.88 -7.60 -1.52
C 3.62 -8.24 -0.12
C 3.86 -7.26 0.80
C 3.45 -5.98 0.36
C 2.89 -6.00 -0.89
C 2.33 -4.88 -1.66
C 2.12 -3.66 -1.03
N 1.59 -2.59 -1.60
C 1.29 -2.65 -2.95
C 1.46 -3.87 -3.67
C 1.08 -3.90 -5.06
C 0.60 -2.81 -5.68
C 0.43 -1.56 -4.98
C -0.07 -0.44 -5.60
C -0.22 0.77 -4.87
C 0.18 0.73 -3.54
N 0.66 -0.32 -2.89
C 0.80 -1.50 -3.60
C -0.77 1.98 -5.46
C -1.39 2.12 -6.67
C -1.81 3.46 -6.94
C -1.51 4.31 -5.92
S -0.70 3.50 -4.65
C 1.96 -4.97 -3.01
H 3.85 -9.29 -0.05
H 4.33 -7.45 1.75
H 3.58 -5.08 0.94
H 2.38 -3.54 0.02
H 1.21 -4.83 -5.60
H 0.32 -2.85 -6.73
H -0.35 -0.49 -6.64
H 0.09 1.63 -2.93
H -1.55 1.30 -7.36
H -2.32 3.76 -7.84
H -1.71 5.37 -5.86
H 2.10 -5.89 -3.57
O 3.32 -2.12 1.65
C 3.06 -0.91 1.73
O 3.04 -0.08 0.77
C 2.51 -0.42 3.05
C 3.30 0.10 4.10
C 2.68 0.46 5.26
C 1.29 0.24 5.40
C 0.59 0.52 6.60
C -0.74 0.23 6.70
C -1.43 -0.37 5.62
C -0.78 -0.64 4.45
C 0.59 -0.32 4.31
N 1.21 -0.59 3.13
H 4.37 0.22 3.96
H 3.24 0.88 6.08
H 1.12 0.96 7.43
H -1.28 0.44 7.62
H -2.47 -0.62 5.73
H -1.27 -1.11 3.61
C -2.41 2.32 -1.79
N -1.48 3.26 -1.18
C -1.76 4.67 -1.32
C -0.40 2.83 -0.55
O -0.10 1.64 -0.40
H -3.43 2.59 -1.49
H -2.19 1.31 -1.45
H -2.33 2.37 -2.88
H -1.80 4.94 -2.38
H -0.98 5.25 -0.83
H -2.71 4.92 -0.85
H 0.25 3.63 -0.17
C -1.86 -2.81 -2.29
N -1.27 -3.67 -1.28
C -1.07 -3.29 -0.01
S -1.58 -1.77 0.56
N -0.46 -4.17 0.79
C -0.05 -3.89 2.16
H -2.04 -3.42 -3.18
H -1.21 -1.98 -2.55
H -2.81 -2.42 -1.93
H -0.74 -4.46 -1.61
H -0.05 -4.99 0.36
H -0.91 -3.56 2.74
H 0.72 -3.13 2.21
H 0.33 -4.82 2.58
C 1.00 3.04 2.60
Si -0.75 3.08 3.29
C -1.97 1.82 2.59
C -1.48 4.79 3.06
C -2.86 4.97 2.91
C -3.42 6.23 2.75
C -2.60 7.35 2.74
C -1.23 7.20 2.90
C -0.68 5.94 3.07
H 1.74 3.05 3.40
H 1.19 3.92 1.98
H 1.21 2.16 1.98
H -2.71 1.55 3.35
H -1.46 0.91 2.29
H -2.51 2.21 1.73
H -3.52 4.10 2.91
H -4.49 6.34 2.63
H -3.03 8.34 2.61
H -0.59 8.07 2.90
H 0.39 5.85 3.19

Results
E = -3772.2773 hartree
LUMO energy (alpha / beta) = -0.076 / -0.478 eV
2S+1 = 1
energy relative to the best compared isomer or geometry (same formula, charge and spin) = 1.769 eV

Atomic partial charges in e from the Löwdin method, atoms 1 to 99: 1.4238, 1.0313, -0.4296, -0.1916, -0.1224, -0.4979, -0.2303, -0.1127, -0.0060, -0.1996, -0.1624, -0.0285, -0.0264, -0.1577, 0.0259, -0.2213, -0.1338, -0.0058, -0.2141, -0.4739, -0.1275, -0.1906, -0.4159, 1.0318, -0.0004, 0.0596, 0.1011, 0.1083, 0.0905, 0.1127, 0.1119, 0.1116, 0.0719, 0.1033, 0.1010, 0.0609, 0.0995, 0.0283, -0.6895, -0.2466, -0.1998, 0.0109, -0.0062, -0.1657, -0.0394, -0.0833, -0.0760, -0.0412, -0.2208, 0.1775, 0.1215, 0.1186, 0.1125, 0.1020, 0.1062, 0.0830, -0.0230, -0.1598, -0.0360, -0.3088, -0.2002, 0.0993, 0.0902, 0.0578, 0.0634, 0.0937, 0.0948, 0.1441, -0.0897, -0.0304, -0.8273, 0.6113, -0.0365, -0.0882, 0.0970, 0.0583, 0.0695, 0.1320, 0.1341, 0.0660, 0.0609, 0.0913, -0.2194, 0.7708, -0.2241, -0.3267, -0.1188, -0.0951, -0.0969, -0.0943, -0.1196, 0.0217, 0.0158, 0.0088, 0.0270, -0.0096, 0.0204, 0.0920, 0.1005



# 2
Entry from the Open Molecules 2025 dataset: C5H8O as an isolated structure (ωB97M-V/def2-TZVPD).

Atoms and positions in Å:
C -1.69 -1.45 -0.87
C -1.98 -0.19 -0.57
C 0.32 1.39 0.32
C 0.95 0.48 1.17
C 1.96 0.20 0.10
O 1.28 1.19 -0.69
H -1.37 -1.74 -1.87
H -1.76 -2.25 -0.13
H -2.29 0.10 0.43
H -1.90 0.61 -1.29
H 0.71 0.09 2.15
H 0.87 1.89 1.31
H 2.99 0.49 0.29
H 1.92 -0.81 -0.34

Results
E = -270.3350 hartree
LUMO energy = 0.848 eV
2S+1 = 1
energy relative to the best compared isomer or geometry (same formula, charge and spin) = 6.066 eV

How positive or negative is each atom? The natural (NBO) charges in e answer that: -0.4215, -0.3666, -0.0238, -0.2846, -0.1149, -0.5116, 0.1927, 0.1879, 0.1942, 0.2048, 0.2364, 0.2887, 0.2070, 0.2112



# 3
Entry from the Open Molecules 2025 dataset: a 4-piece molecular cluster, C26H37BN4O3 overall in a non-equilibrium geometry (ωB97M-V/def2-TZVPD).

Atoms and positions in Å:
C 1.35 2.69 2.97
C 1.49 1.43 1.89
C 0.09 1.16 1.04
C -0.89 0.21 1.95
C -2.49 0.25 1.46
C -3.34 0.83 2.76
C -4.94 1.10 2.41
C -5.38 1.09 0.83
B -6.85 1.75 0.50
O -8.15 1.05 0.55
O -6.86 3.22 0.16
C -5.28 2.40 3.36
N -5.88 1.71 4.60
C -6.84 0.68 3.97
O -8.17 0.57 4.10
C -5.76 -0.20 3.08
H 2.30 2.69 3.67
H 1.27 3.67 2.33
H 0.41 2.57 3.68
H 2.41 1.72 1.19
H 1.81 0.50 2.54
H 0.30 0.65 -0.02
H -0.44 2.20 0.93
H -0.54 -0.91 2.04
H -0.84 0.66 3.06
H -2.77 -0.87 1.23
H -2.54 0.93 0.51
H -2.77 1.82 3.10
H -3.18 0.06 3.63
H -5.43 -0.03 0.43
H -4.60 1.63 0.11
H -8.66 1.54 1.28
H -7.17 3.70 1.00
H -6.13 3.14 3.07
H -4.40 3.15 3.65
H -6.35 2.44 5.21
H -6.17 -1.00 2.33
H -5.18 -0.80 3.91
C 2.78 -3.59 -1.91
C 3.69 -2.64 -2.35
C 3.37 -1.30 -2.22
N 2.21 -0.86 -1.68
C 1.34 -1.80 -1.25
C 1.57 -3.17 -1.35
H 3.00 -4.65 -2.00
H 4.63 -2.94 -2.80
H 4.05 -0.52 -2.54
H 0.41 -1.42 -0.83
H 0.84 -3.88 -0.99
C 5.11 -6.99 -5.78
C 4.59 -5.70 -5.73
C 3.69 -5.39 -4.72
N 3.29 -6.28 -3.78
C 3.80 -7.52 -3.85
C 4.71 -7.92 -4.82
H 5.81 -7.27 -6.56
H 4.88 -4.95 -6.46
H 3.26 -4.40 -4.63
H 3.46 -8.21 -3.09
H 5.09 -8.94 -4.84
C 5.16 5.28 -1.79
C 4.96 5.81 -0.52
C 4.35 5.02 0.44
N 3.92 3.76 0.21
C 4.13 3.27 -1.03
C 4.73 3.98 -2.05
H 5.64 5.87 -2.56
H 5.28 6.82 -0.28
H 4.17 5.39 1.44
H 3.78 2.25 -1.19
H 4.87 3.53 -3.03

Results
E = -1482.3472 hartree
SMILES string = CCCCCC[C@]1(CB(O)O)CNC(=O)C1.c1ccncc1.c1ccncc1.c1ccncc1
LUMO energy = 0.427 eV
2S+1 = 1

How positive or negative is each atom? The Löwdin charges in e answer that: -0.1580, -0.2597, -0.2088, -0.2286, -0.1940, -0.1474, -0.3222, -0.0613, -0.4254, 0.0360, 0.0049, -0.1393, -0.0071, -0.2581, -0.0424, -0.0386, 0.0772, 0.0734, 0.0654, 0.0867, 0.1074, 0.0954, 0.1142, 0.1101, 0.0979, 0.1169, 0.1018, 0.1148, 0.1219, 0.1311, 0.1241, 0.1259, 0.1031, 0.1150, 0.1365, 0.1295, 0.1352, 0.1290, -0.0868, -0.0858, -0.1537, 0.0532, -0.1532, -0.0647, 0.0801, 0.0998, 0.0956, 0.0852, 0.1032, -0.0783, -0.0713, -0.1511, 0.0503, -0.1432, -0.0762, 0.1057, 0.1028, 0.0959, 0.1032, 0.1019, -0.0826, -0.0798, -0.1489, 0.0568, -0.1452, -0.0766, 0.1040, 0.1002, 0.1014, 0.0947, 0.1004



# 4
Entry from the Open Molecules 2025 dataset: a single C16H22N4O2 molecule in a non-equilibrium geometry (ωB97M-V/def2-TZVPD).

Atoms and positions in Å:
C -5.64 -1.52 -1.13
C -5.13 -0.17 -0.78
C -5.69 1.02 -1.47
C -4.14 -0.02 0.19
C -3.59 1.31 0.57
C -2.45 1.11 1.51
N -1.21 0.89 1.13
C -0.43 0.89 2.29
C 1.02 0.73 2.37
C 1.88 0.52 1.27
N 1.39 0.50 -0.01
C 2.18 0.31 -1.12
O 1.64 0.41 -2.20
C 3.74 0.24 -0.97
C 4.31 -0.97 -1.72
C 5.84 -0.92 -1.78
C 3.92 -2.34 -1.06
N 4.20 0.30 0.43
C 3.33 0.33 1.50
O 3.80 0.19 2.59
C -1.23 1.09 3.38
N -2.51 1.23 2.89
H -6.73 -1.59 -0.94
H -5.47 -1.68 -2.20
H -5.12 -2.32 -0.59
H -5.27 1.99 -1.13
H -6.78 1.06 -1.29
H -5.51 0.95 -2.57
H -3.75 -0.90 0.68
H -3.19 1.88 -0.29
H -4.41 1.83 1.06
H 1.47 0.76 3.36
H 0.40 0.72 -0.16
H 4.14 1.19 -1.41
H 3.89 -0.99 -2.74
H 6.15 0.06 -2.09
H 6.27 -1.12 -0.80
H 6.23 -1.64 -2.50
H 4.40 -2.46 -0.06
H 2.85 -2.48 -0.97
H 4.28 -3.15 -1.69
H 5.15 0.08 0.70
H -0.90 1.18 4.39
H -3.34 1.50 3.38

Results
E = -992.4094 hartree
SMILES string = CC(C)=CCc1nc(/C=C2\NC(=O)[C@H](C(C)C)NC2=O)c[nH]1
LUMO energy = 0.613 eV
2S+1 = 1
energy relative to the best compared isomer or geometry (same formula, charge and spin) = 0.659 eV

How positive or negative is each atom? The natural (NBO) charges in e answer that: -0.6386, 0.0492, -0.6615, -0.2096, -0.4979, 0.3908, -0.5098, 0.0533, -0.2087, 0.0628, -0.6122, 0.6806, -0.5967, -0.1270, -0.2202, -0.6080, -0.6169, -0.6249, 0.6452, -0.6066, -0.0847, -0.5212, 0.2134, 0.2151, 0.2211, 0.2170, 0.2196, 0.2245, 0.2071, 0.2508, 0.2224, 0.2406, 0.4620, 0.2222, 0.2317, 0.2073, 0.1961, 0.2209, 0.2064, 0.2146, 0.2141, 0.4131, 0.2240, 0.4188



# 5
Entry from the Open Molecules 2025 dataset: a single C4H6N2 molecule (ωB97M-V/def2-TZVPD).

Atoms and positions in Å:
C -1.65 -0.26 -0.09
N -0.25 0.04 0.13
C 0.76 -0.86 -0.10
C 1.92 -0.14 -0.05
N 1.65 1.18 0.22
C 0.35 1.25 0.32
H -1.74 -0.80 -1.04
H -2.07 -0.87 0.71
H -2.22 0.67 -0.17
H 0.55 -1.91 -0.27
H 2.93 -0.49 -0.23
H -0.22 2.14 0.54

Results
E = -265.5219 hartree
SMILES string = Cn1ccnc1
LUMO energy = 0.876 eV
2S+1 = 1
energy relative to the best compared isomer or geometry (same formula, charge and spin) = 0.373 eV

How positive or negative is each atom? The natural (NBO) charges in e answer that: -0.3999, -0.3483, -0.1150, -0.0934, -0.4581, 0.1674, 0.2094, 0.2063, 0.2161, 0.2147, 0.2076, 0.1933



# 6
Entry from the Open Molecules 2025 dataset: a 2-piece molecular cluster, C4H8O overall in a non-equilibrium geometry (ωB97M-V/def2-TZVPD).

Atoms and positions in Å:
C 0.87 -2.98 0.92
C 0.15 -1.86 0.97
C 0.02 -0.81 1.92
C -0.75 0.27 1.77
H 1.71 -3.16 1.59
H 0.69 -3.73 0.16
H -0.49 -1.68 0.09
H 0.70 -0.80 2.78
H -0.90 1.02 2.52
H -1.30 0.32 0.83
O -0.19 4.00 -4.10
H 0.22 4.41 -4.86
H -1.12 4.10 -4.10

Results
E = -232.3839 hartree
SMILES string = C=CC=C.O
LUMO energy = 0.978 eV
2S+1 = 1
energy relative to the best compared isomer or geometry (same formula, charge and spin) = 1.679 eV

How positive or negative is each atom? The natural (NBO) charges in e answer that: -0.3685, -0.2205, -0.2270, -0.3535, 0.1901, 0.2021, 0.1881, 0.1980, 0.2056, 0.1856, -0.9480, 0.4756, 0.4724



# 7
Entry from the Open Molecules 2025 dataset: a 5-piece molecular cluster, C15H29Cl8IO4S overall (ωB97M-V/def2-TZVPD).

Atoms and positions in Å:
O 0.12 2.53 -1.83
S 0.20 1.37 -2.68
O -0.49 1.34 -3.93
O -0.34 0.13 -1.88
C 0.55 -0.41 -0.87
C 1.73 -1.06 -1.58
C 2.44 -2.17 -0.79
C 3.43 -1.75 0.29
C 2.93 -0.81 1.38
I 1.36 -1.70 2.53
C 2.67 0.05 -2.06
C 2.00 1.10 -2.95
O 2.62 2.35 -2.81
H -0.05 -1.12 -0.29
H 0.84 0.41 -0.21
H 1.29 -1.53 -2.46
H 1.69 -2.84 -0.36
H 3.00 -2.77 -1.52
H 4.31 -1.27 -0.17
H 3.80 -2.66 0.76
H 2.53 0.13 1.01
H 3.72 -0.59 2.09
H 3.11 0.58 -1.21
H 3.50 -0.38 -2.63
H 2.03 0.81 -4.00
H 2.04 2.92 -2.29
Cl 3.99 -5.60 0.71
C 2.88 -5.58 2.12
C 1.73 -6.53 1.94
Cl 0.62 -6.00 0.64
H 2.53 -4.55 2.23
H 3.47 -5.86 2.99
H 1.14 -6.59 2.85
H 2.08 -7.53 1.68
Cl 0.93 -4.71 4.70
C 0.52 -3.91 6.25
C -0.80 -4.38 6.79
Cl -2.16 -3.86 5.77
H 0.51 -2.84 6.06
H 1.32 -4.14 6.95
H -0.95 -3.95 7.78
H -0.83 -5.46 6.86
Cl -3.71 5.55 -1.17
C -2.18 4.71 -0.80
C -2.19 4.07 0.56
Cl -2.20 5.29 1.87
H -1.38 5.43 -0.90
H -2.05 3.93 -1.55
H -1.29 3.48 0.68
H -3.07 3.44 0.70
Cl -7.45 6.26 -6.34
C -5.98 6.52 -5.37
C -6.28 6.59 -3.89
Cl -7.21 8.05 -3.46
H -5.52 7.44 -5.72
H -5.32 5.68 -5.56
H -5.35 6.63 -3.34
H -6.86 5.73 -3.56

Results
E = -5267.3305 hartree
SMILES string = O=S1(=O)OC[C@H](CCCI)C[C@@H]1O.ClCCCl.ClCCCl.ClCCCl.ClCCCl
LUMO energy = 0.152 eV
2S+1 = 1

How positive or negative is each atom? The natural (NBO) charges in e answer that: -0.9751, 2.3404, -0.9022, -0.6987, -0.0829, -0.2607, -0.4011, -0.4441, -0.5010, 0.0596, -0.4329, -0.1374, -0.7062, 0.2279, 0.1877, 0.2262, 0.2267, 0.2263, 0.2158, 0.2307, 0.2074, 0.2310, 0.2182, 0.2302, 0.2160, 0.5003, -0.0740, -0.3933, -0.3892, -0.0637, 0.2327, 0.2272, 0.2312, 0.2247, -0.0794, -0.3778, -0.3902, -0.0524, 0.2277, 0.2254, 0.2266, 0.2245, -0.0790, -0.3822, -0.3851, -0.0664, 0.2231, 0.2388, 0.2276, 0.2224, -0.0647, -0.3843, -0.3878, -0.0642, 0.2223, 0.2238, 0.2303, 0.2232